# 1
The following is a quantum chemistry calculation of a 2-piece molecular cluster, C5H9N overall at a distorted geometry, from the Open Molecules 2025 dataset.

CARTESIAN COORDINATES (ANGSTROEM)
N (2.6091, -0.1714, 0.5454)
H (-3.4116, -0.6570, -1.1527)
H (1.3408, -0.3506, -0.2746)
C (-2.2830, 0.9648, -0.2639)
C (1.7629, -1.2406, 0.2173)
H (1.0183, 1.6418, -0.0123)
C (0.1306, 1.3386, 0.5197)
H (-3.2758, 1.4669, -0.2619)
C (-1.1821, 1.5038, 0.3271)
H (1.2171, -1.7257, 0.9841)
H (0.4160, 0.7306, 1.4324)
C (-2.4214, -0.3462, -0.8014)
H (-1.5545, -1.0267, -0.8434)
H (3.4524, -0.1291, 0.0644)
H (2.1810, -1.9992, -0.4801)

As for the total charge: 0. As for the multiplicity: 1. For the energy above the lowest of the compared OMol25 structures with the same formula, charge and spin, the calculation gives 219.11 kcal per mole. The gap between HOMO and LUMO is 3.587 eV.



# 2
The following is a quantum chemistry calculation of a single CClN5O2 molecule at a distorted geometry, from the Open Molecules 2025 dataset.

CARTESIAN COORDINATES (ANGSTROEM)
C (0.5856, 0.2152, 0.8044)
O (1.8588, 0.7572, -1.0371)
N (-1.4821, -1.3160, -1.5084)
N (-1.4845, -0.7620, 0.7394)
Cl (1.9531, 0.5692, 1.7636)
N (0.7515, 0.7183, -0.5755)
O (-0.2710, 1.0969, -1.1109)
N (-1.4877, -0.9744, -0.4468)
N (-0.4236, -0.3044, 1.3713)

As for the total charge: 0. As for the multiplicity: 1. For the energy above the lowest of the compared OMol25 structures with the same formula, charge and spin, the calculation gives 8.91 kcal per mole. The gap between HOMO and LUMO is 8.677 eV.



# 3
The following is a quantum chemistry calculation of C22H49BeBr4ClCsF7GaKMgNO6P2 as an isolated structure at a distorted geometry, from the Open Molecules 2025 dataset.

CARTESIAN COORDINATES (ANGSTROEM)
O (-4.5945, -0.9486, 0.6205)
P (-2.6653, 7.2468, 1.7391)
O (3.6677, 3.5193, -0.3254)
C (-1.0863, -5.3196, -1.0503)
C (0.5319, 2.4726, -1.7904)
H (2.7175, -3.8635, 1.5242)
C (2.0212, 0.5453, 1.3571)
Be (1.5298, 4.2365, -4.7956)
C (2.4673, 2.0910, 1.6430)
O (1.6660, 2.0756, -0.9583)
H (-1.3598, -4.5242, -0.3783)
O (-6.1730, 0.5734, 0.2228)
C (1.6351, 5.7005, -1.6024)
H (-0.3254, -2.2592, 4.2344)
C (-1.7791, -1.1387, 3.1104)
H (1.3241, 0.0194, 3.3401)
H (1.0074, 0.5938, 0.9680)
C (-0.7802, -2.2757, 3.2286)
Br (2.9146, 2.8638, -3.9001)
H (-2.6332, -0.4284, 0.9471)
C (1.8204, -3.8985, 2.1410)
C (-3.1094, -1.6465, 2.4940)
H (2.1024, -4.0934, 3.1732)
H (3.5403, 2.1142, 2.0156)
H (1.3247, -2.4252, -1.7533)
H (-1.3201, -0.3797, 2.4155)
Br (1.4192, -0.5582, -4.5453)
H (1.0212, 6.2972, 0.3198)
H (-1.1589, -5.0563, -3.0996)
H (0.4740, -6.7244, -1.4083)
H (-0.2607, -4.7272, 2.0921)
H (0.6012, 5.5818, -1.9202)
H (1.5222, -0.7340, -1.2771)
C (-4.1331, 0.9483, -0.9161)
C (1.9491, -0.4714, 2.5861)
H (-0.3127, -7.0489, 0.1039)
H (2.2418, -1.3466, -6.7254)
C (0.9898, -5.0362, 1.7579)
F (-2.2787, 7.4162, 0.1274)
H (0.4292, 0.3938, -2.4498)
H (-1.1614, 4.3103, 2.2623)
Ga (0.8033, -2.0994, 1.9907)
H (0.8644, 2.8703, -2.7542)
C (2.0503, -3.1767, -5.6289)
H (-4.6577, 1.7033, -1.4854)
H (2.2388, 4.9536, -2.1137)
F (-3.6148, 8.5597, 1.5047)
Br (-1.3465, -5.8452, 1.6245)
P (2.3222, 3.0596, 0.0615)
H (2.7179, 0.1917, 0.6087)
H (-0.1424, 3.1243, -1.2381)
Mg (-1.7073, 0.8997, 0.3291)
C (1.1665, -5.4541, 0.2310)
H (-3.6268, 0.2222, -1.5565)
H (1.9592, 6.6768, -1.9533)
H (-3.8286, -1.7954, 3.2911)
H (-3.3603, 1.4850, -0.3336)
F (-2.5694, 7.8796, 3.2424)
H (-0.9811, -3.6951, -2.2846)
H (-1.9593, -0.6625, 4.0714)
H (2.7342, 5.9813, 0.2326)
H (-2.9138, -2.5588, 1.9359)
Br (2.7732, -4.0032, -4.0278)
O (1.4462, 4.2957, 0.4406)
F (-3.9542, 6.3736, 1.1901)
H (-1.2695, -3.2316, 3.0883)
H (1.2580, -5.9089, 2.3406)
C (1.3869, -1.7457, -0.9096)
F (2.5995, -2.0662, -0.2553)
H (-0.3660, -2.7595, -0.2727)
H (-3.8590, 0.2955, 2.0616)
C (0.2127, -1.8928, 0.0297)
F (-0.9723, 7.2922, 1.8090)
H (-1.9938, -5.8913, -1.2489)
H (2.4811, -3.7328, -6.4579)
H (2.0499, -6.0908, 0.2297)
Cs (5.3614, 3.9635, 0.8114)
H (-0.9027, 1.4857, -3.0379)
H (3.4885, -1.5745, -5.4830)
C (1.7596, 5.6235, -0.1083)
H (0.0899, 3.7545, 1.5916)
K (2.0474, 1.2983, 3.8778)
H (1.4081, -4.5544, -0.3346)
H (1.8167, 2.5212, 2.4204)
C (-0.2304, 1.2287, -2.2225)
H (-0.8822, 0.9308, -1.3676)
N (-0.6704, -4.6576, -2.3091)
C (0.0685, -6.2284, -0.5243)
C (-5.0795, 0.1935, 0.0108)
H (0.9751, -3.3222, -5.6111)
O (-0.8351, 3.5445, 1.7400)
H (2.9398, -0.7743, 2.9738)
H (-0.4397, -1.0028, -0.0273)
F (-2.4167, 5.7437, 2.5534)
C (2.4440, -1.7314, -5.7289)
C (-3.5566, -0.6059, 1.5117)
Cl (-1.1134, -3.1857, 5.9428)

As for the total charge: +1. As for the multiplicity: 1. The gap between HOMO and LUMO is 2.142 eV.



# 4
The following is a quantum chemistry calculation of a single C11H10IN molecule at a distorted geometry, from the Open Molecules 2025 dataset.

CARTESIAN COORDINATES (ANGSTROEM)
C (-0.4646, 0.2359, 0.9029)
N (-0.7603, -0.9320, 1.6315)
C (0.8691, 0.2216, 0.0835)
C (-1.8504, -1.6036, 1.5070)
H (-0.1141, 0.8280, 1.7471)
H (-3.8371, -1.8362, 0.4719)
H (-3.8330, 0.2498, -0.4931)
C (-1.7015, 0.8118, 0.1062)
H (-1.9427, -2.4427, 2.2610)
H (2.9249, -1.8981, -1.6132)
I (-2.3620, 2.6635, 1.1408)
C (-2.9181, -0.0989, -0.0240)
C (1.3052, -0.9963, -0.4280)
H (4.2344, 0.2116, -1.7359)
C (2.6756, 1.3767, -1.0504)
C (1.5183, 1.3782, -0.3066)
H (3.1427, 2.3503, -1.3903)
H (0.9350, 2.3125, 0.0361)
H (0.8247, -1.8169, -0.0363)
H (-1.4115, 1.0226, -0.8549)
C (3.2281, 0.1583, -1.4643)
C (2.5101, -0.9762, -1.1364)
C (-2.9732, -1.2201, 0.6454)

As for the total charge: 0. As for the multiplicity: 1. For the energy above the lowest of the compared OMol25 structures with the same formula, charge and spin, the calculation gives 0.00 kcal per mole. The gap between HOMO and LUMO is 8.998 eV.



# 5
The following is a quantum chemistry calculation of a 2-piece molecular cluster, C3H11O overall at a distorted geometry, from the Open Molecules 2025 dataset.

CARTESIAN COORDINATES (ANGSTROEM)
H (2.9976, -1.0808, 1.1102)
O (2.2960, -0.6843, 0.5105)
H (0.6856, 1.1000, -0.2464)
H (-0.7790, -0.0534, 1.6580)
H (1.6309, -0.1060, 0.9475)
H (-2.1053, -1.1223, 0.9669)
H (-0.4761, -1.3569, 0.4093)
H (-1.8857, -0.2638, -1.1361)
H (0.2794, 0.1748, -1.6912)
H (-2.1892, 1.2157, -0.0894)
C (-1.1628, -0.6107, 0.7966)
C (-1.4528, 0.3905, -0.3203)
C (-0.1510, 0.9506, -0.9974)
H (2.6229, -0.4846, -0.4473)
H (-0.3106, 1.9311, -1.4709)

As for the total charge: +2. As for the multiplicity: 2. For the energy above the lowest of the compared OMol25 structures with the same formula, charge and spin, the calculation gives 32.74 kcal per mole. The gap between HOMO and LUMO (spin up / spin down) is 13.220 / 6.646 eV.



# 6
The following is a quantum chemistry calculation of a single C18H16ClN7S molecule at a distorted geometry, from the Open Molecules 2025 dataset.

CARTESIAN COORDINATES (ANGSTROEM)
N (2.2353, -1.8989, -0.6301)
H (-3.1648, 0.6737, -2.7748)
N (3.2278, -1.1994, -1.0450)
C (-0.5649, -3.2443, -1.0020)
N (-0.9664, -2.2391, -0.0583)
H (5.1882, 0.0564, -2.0953)
C (5.5078, 0.5907, -1.2139)
H (6.5939, 2.4673, 1.9747)
C (-2.1316, -1.5298, -0.0333)
H (-1.2248, -3.1914, -1.8665)
C (-3.1444, 1.3432, -1.9263)
N (-2.1521, -0.7064, 0.9824)
N (-1.0000, -0.8572, 1.6440)
H (-1.9086, 4.3333, -0.9708)
C (5.2066, 1.0809, 1.1297)
C (-4.4783, -0.3668, -0.6820)
H (1.1278, -3.3197, 1.3940)
N (2.9632, -0.7833, 1.1020)
C (-3.7503, 1.8246, 0.3321)
C (6.5872, 1.4523, -1.2499)
C (3.6865, -0.5048, 0.0189)
H (1.2303, -1.8985, 2.4907)
S (-3.3818, -1.7267, -1.2156)
H (-3.0578, 3.6848, 1.1147)
H (0.4660, -3.0620, -1.3108)
C (-3.0785, 3.0345, 0.2544)
H (7.1269, 1.5997, -2.1737)
C (6.9785, 2.1266, -0.1039)
C (-2.4745, 2.5486, -2.0125)
H (7.8233, 2.7989, -0.1357)
C (-3.7885, 0.9571, -0.7563)
Cl (-4.5494, 1.4275, 1.8058)
C (-0.2916, -1.7666, 1.0374)
H (-4.8007, -0.5928, 0.3324)
C (1.0565, -2.2296, 1.4659)
C (4.8133, 0.4017, -0.0212)
N (2.0855, -1.6441, 0.6493)
H (-5.3266, -0.4195, -1.3663)
H (4.6568, 0.9247, 2.0450)
C (-2.4372, 3.3939, -0.9165)
H (-1.9786, 2.8242, -2.9307)
C (6.2874, 1.9402, 1.0832)
H (-0.6463, -4.2375, -0.5544)

As for the total charge: 0. As for the multiplicity: 1. The gap between HOMO and LUMO is 9.163 eV.



# 7
The following is a quantum chemistry calculation of C48H52N8O2PSW as an isolated structure at a distorted geometry, from the Open Molecules 2025 dataset.

CARTESIAN COORDINATES (ANGSTROEM)
H (-2.3766, -0.8988, 3.9403)
H (-1.7620, 0.4613, 4.9734)
H (3.9781, -5.1914, -2.5680)
C (-1.6616, -6.0275, 1.4562)
H (-2.5431, 5.8906, -2.3665)
H (3.9119, -6.0134, -0.2808)
H (-0.9999, 4.8910, -3.9641)
H (-3.6726, -0.1554, -4.2807)
C (-1.1944, -3.7589, 2.1166)
N (0.2297, -1.6322, -0.4318)
C (4.9997, 3.1797, -0.5079)
H (0.9435, -0.8825, 2.3281)
C (-2.2737, 2.6930, -0.2120)
C (3.2141, -4.1124, 0.5662)
C (1.1537, 4.6184, 0.0995)
C (3.2324, 4.8293, 1.4550)
C (2.2765, 4.0323, 0.6700)
H (-2.3470, -6.3429, -0.5965)
N (-1.5636, -3.3755, 0.8679)
H (4.1012, -2.7477, -2.2747)
C (-0.9775, 1.5522, -1.8980)
C (-1.8206, -4.2511, -0.0559)
H (-0.6676, -1.9222, -5.0627)
C (6.3159, 2.8601, -0.8394)
H (0.6777, 3.0604, -4.4823)
H (-3.0562, 0.8148, 3.9066)
H (2.3211, -5.1536, -2.0300)
H (-2.1887, 1.7744, 0.2825)
C (-0.9594, 3.9708, -3.3718)
C (5.8881, 0.6106, -0.0714)
C (4.5695, 0.9140, 0.2179)
H (4.1290, 4.3328, 1.8150)
H (3.9248, 0.1765, 0.7811)
H (-2.4154, -2.8630, -1.2815)
H (-3.7912, 5.6974, -0.1278)
H (-6.3085, -0.9173, 3.1699)
H (-4.5862, 0.2956, -2.1128)
H (-2.2926, -1.6459, -5.5799)
W (-0.9922, -0.1728, -0.5634)
C (3.9021, -4.9369, -0.5307)
C (-3.0664, -0.3531, -3.3790)
C (-2.9538, 3.7434, 0.2822)
C (3.0693, -2.6560, 0.1420)
C (-0.0777, 2.9591, -3.6753)
O (-1.5219, 0.1569, 1.2940)
C (-1.6640, 2.6783, -1.4397)
C (1.7135, 1.7778, 0.1948)
H (6.2854, -0.3989, 0.2164)
H (1.2108, 0.7440, 3.1428)
C (-1.1132, -5.5115, 3.7983)
C (3.1653, -3.2516, -2.2029)
C (1.7896, 6.7455, 1.1684)
H (0.5344, 4.1209, -0.6174)
C (-5.4915, 0.5640, 1.6582)
H (-4.9309, -2.7945, 2.1659)
H (-4.5449, 1.6616, 0.0486)
N (-1.2475, -5.1443, 2.4043)
C (-1.7243, 3.8775, -2.2072)
H (-1.8960, 2.7445, 2.7570)
H (0.0621, 6.5000, -0.1012)
H (4.9870, -4.6816, -0.5062)
C (-1.9392, -5.6503, 0.1989)
C (1.0906, -2.1045, -1.3250)
N (-2.1980, -3.8158, -1.2901)
C (-3.8855, -0.4454, 0.1377)
H (4.5316, 4.2041, -0.7188)
H (-2.0661, -5.6036, 4.2067)
N (-4.0895, -1.6315, 0.7031)
H (6.9277, 3.5954, -1.3424)
H (3.6454, 6.7216, 2.3110)
H (-3.4814, 3.6495, 1.2222)
C (-0.9926, -1.0264, -2.5615)
H (-1.2136, -0.2459, -5.3902)
O (-0.8928, -2.9694, 3.0251)
H (3.8595, -4.2558, 1.4620)
H (-1.6967, -7.0580, 1.7261)
C (-4.9502, -1.7956, 1.7341)
H (1.5225, 7.7173, 1.3415)
H (-2.6843, -4.4111, -1.9018)
C (2.7304, 2.7129, 0.3243)
C (0.6753, 1.1268, 0.0576)
C (3.3054, -4.7360, -1.8724)
H (2.1734, -4.4807, 0.7715)
C (0.5538, -0.1447, 3.0533)
C (-3.1466, 4.8976, -0.4932)
C (-0.1426, 1.7449, -2.9939)
H (-6.0239, 1.4515, 2.0419)
H (2.6887, -3.0879, -3.2235)
C (-1.5346, -1.1761, -4.9505)
C (-3.6003, -0.1724, -2.1655)
H (0.5507, 0.9375, -3.3788)
C (-0.9070, 2.3849, 2.7498)
H (7.8263, 1.3115, -0.8019)
C (-5.6924, -0.7215, 2.2605)
C (6.7607, 1.5610, -0.6245)
N (-1.8652, -0.9550, -3.5763)
H (-0.4207, -6.3207, 3.7922)
S (0.4618, -2.0108, -3.0158)
H (-0.4400, 2.8046, 1.8069)
H (3.9824, -2.1626, -0.0739)
C (-2.5161, 4.9571, -1.6931)
N (2.3278, -2.6521, -1.1529)
H (0.4194, -0.6463, 4.0300)
C (-2.1533, 0.1841, 4.0261)
C (-4.6325, 0.6860, 0.5810)
C (2.8992, 6.1264, 1.7512)
H (2.5045, -2.0754, 0.8667)
H (-0.7609, -4.6425, 4.3060)
P (-1.0212, 0.6000, 2.6937)
C (4.0880, 2.2344, 0.1092)
N (-3.0204, -0.3875, -0.9644)
H (-0.3971, 2.6295, 3.5994)
C (0.9358, 6.0117, 0.3206)

As for the total charge: +1. As for the multiplicity: 3. For the energy above the lowest of the compared OMol25 structures with the same formula, charge and spin, the calculation gives 0.66 kcal per mole. The gap between HOMO and LUMO (spin up / spin down) is 5.086 / 6.965 eV.



What is the formula in the sixth record? C18H16ClN7S



total charge of number 2 (CClN5O2)? 0



Which value of total charge does entry 3 give? +1